This record from the OMol25 dataset describes C46H57Cl3GeN5O4PbSSi as an isolated structure. The level of theory is ωB97M-V/def2-TZVPD.

Cartesian coordinates (Å):
Pb: 0.136 0.030 -0.138
C: 0.454 -2.854 5.897
C: 0.924 -1.512 5.322
C: 0.093 -1.064 4.163
C: -0.988 -0.233 4.171
C: -1.649 0.417 5.343
C: -2.904 -0.340 5.797
C: -1.383 -0.055 2.781
N: -0.557 -0.768 1.985
C: 0.335 -1.417 2.770
C: 1.287 -2.332 2.314
C: 1.527 -2.753 0.999
C: 2.487 -3.773 0.607
C: 3.286 -4.613 1.552
C: 2.428 -5.740 2.144
C: 2.455 -3.837 -0.757
C: 1.460 -2.867 -1.190
C: 1.118 -2.585 -2.518
C: 0.165 -1.672 -2.986
N: -0.645 -0.933 -2.196
C: -1.466 -0.207 -2.986
C: -2.476 0.643 -2.523
C: -2.823 0.927 -1.201
N: -2.188 0.469 -0.096
C: -2.826 0.947 0.994
C: -2.446 0.723 2.321
C: -3.949 1.768 0.569
C: -3.941 1.764 -0.796
C: -4.856 2.480 -1.737
C: -5.956 1.565 -2.289
C: -4.920 2.443 1.486
C: -6.008 1.478 1.972
C: -1.153 -0.478 -4.382
C: -0.128 -1.380 -4.380
C: 0.604 -1.934 -5.563
C: 0.050 -3.293 -6.006
C: -1.787 0.191 -5.562
C: -1.200 1.591 -5.787
N: 0.940 -2.250 -0.106
C: 3.310 -4.675 -1.655
C: 2.676 -6.032 -1.983
H: 1.109 -3.179 6.709
H: 0.455 -3.624 5.123
H: -0.563 -2.770 6.284
H: 1.965 -1.589 5.004
H: 0.887 -0.748 6.102
H: -1.911 1.442 5.079
H: -0.939 0.474 6.170
H: -3.624 -0.413 4.979
H: -3.381 0.173 6.636
H: -2.651 -1.354 6.111
H: 1.909 -2.782 3.080
H: 3.673 -3.991 2.362
H: 4.142 -5.046 1.027
H: 1.560 -5.318 2.652
H: 2.996 -6.339 2.860
H: 2.061 -6.396 1.352
H: 1.667 -3.135 -3.275
H: -3.060 1.148 -3.282
H: -3.033 1.229 3.079
H: -4.262 2.883 -2.561
H: -5.321 3.326 -1.226
H: -5.515 0.697 -2.781
H: -6.580 2.097 -3.012
H: -6.595 1.205 -1.481
H: -5.392 3.283 0.970
H: -4.387 2.849 2.349
H: -6.577 1.089 1.126
H: -6.699 1.977 2.656
H: -5.557 0.631 2.491
H: 1.663 -2.034 -5.315
H: 0.533 -1.228 -6.394
H: 0.108 -4.012 -5.189
H: 0.612 -3.686 -6.858
H: -0.997 -3.197 -6.295
H: -2.866 0.271 -5.401
H: -1.636 -0.419 -6.458
H: -1.371 2.222 -4.917
H: -1.645 2.068 -6.664
H: -0.121 1.529 -5.934
H: 4.276 -4.843 -1.171
H: 3.502 -4.134 -2.584
H: 2.526 -6.611 -1.070
H: 3.315 -6.610 -2.655
H: 1.705 -5.890 -2.458
Cl: 0.694 2.975 4.536
Ge: 2.003 1.994 2.639
Cl: 3.609 0.980 4.064
Cl: 3.112 3.943 2.226
C: 5.251 2.078 0.298
Si: 3.983 0.664 0.291
C: 4.865 -0.814 1.102
C: 3.627 0.243 -1.518
O: 2.588 1.034 1.002
H: 6.157 1.801 -0.250
H: 5.531 2.326 1.324
H: 4.837 2.980 -0.158
H: 5.947 -0.760 0.948
H: 4.510 -1.761 0.689
H: 4.681 -0.819 2.178
H: 4.556 0.121 -2.082
H: 3.035 1.032 -1.988
H: 3.063 -0.686 -1.585
O: 0.058 2.548 1.230
C: 0.051 3.179 0.151
N: -0.060 2.624 -1.054
S: -0.088 3.734 -2.228
O: 1.019 3.605 -3.142
O: -1.388 3.814 -2.862
C: 0.121 5.170 -1.161
C: 0.213 6.523 -1.406
C: 0.344 7.370 -0.309
C: 0.375 6.867 0.988
C: 0.284 5.501 1.223
C: 0.156 4.670 0.125
H: 0.190 6.912 -2.416
H: 0.410 8.440 -0.470
H: 0.483 7.548 1.823
H: 0.321 5.078 2.219

2S+1: 2
Charge: -2
LUMO level (spin up / spin down) in hartree: 0.1353 / 0.1352
HOMO (spin up / spin down) in eV: -1.78 / -1.77
Orbital gap (spin up / spin down) in eV: 5.46 / 5.45


This record from the OMol25 dataset describes C46H57FN6O3P2SY as an isolated structure. The level of theory is ωB97M-V/def2-TZVPD.

Cartesian coordinates (Å):
Y: -14.000 -18.609 -7.881
C: -11.772 -15.869 -5.409
P: -12.505 -17.552 -5.582
C: -10.959 -18.537 -5.195
N: -10.236 -18.182 -4.171
C: -9.049 -18.803 -3.985
C: -8.301 -18.467 -2.826
C: -7.074 -18.976 -2.604
C: -6.617 -19.979 -3.512
C: -7.296 -20.379 -4.620
C: -8.605 -19.787 -4.848
N: -9.368 -20.193 -5.864
C: -10.490 -19.584 -6.061
P: -11.395 -19.859 -7.639
C: -11.374 -21.681 -7.718
C: -10.306 -19.255 -8.996
C: -11.202 -19.411 -10.235
C: -9.988 -17.721 -8.568
C: -8.998 -20.032 -9.036
C: -13.653 -17.662 -4.075
C: -13.112 -16.756 -2.952
C: -13.699 -19.090 -3.534
C: -15.001 -17.054 -4.540
H: -11.077 -15.899 -4.565
H: -12.477 -15.051 -5.289
H: -11.148 -15.600 -6.303
H: -8.751 -17.778 -2.085
H: -6.503 -18.747 -1.726
H: -5.678 -20.476 -3.244
H: -6.871 -21.134 -5.287
H: -10.400 -21.961 -7.471
H: -11.718 -22.091 -8.684
H: -12.114 -22.025 -6.983
H: -12.136 -18.794 -10.144
H: -11.530 -20.483 -10.315
H: -10.695 -19.144 -11.141
H: -10.870 -17.161 -8.614
H: -9.312 -17.371 -9.337
H: -9.558 -17.616 -7.584
H: -9.133 -21.051 -9.375
H: -8.529 -20.130 -8.027
H: -8.341 -19.520 -9.763
H: -12.182 -17.181 -2.645
H: -13.824 -16.806 -2.099
H: -12.898 -15.709 -3.174
H: -12.732 -19.334 -3.078
H: -13.865 -19.880 -4.264
H: -14.473 -19.106 -2.756
H: -14.867 -16.047 -4.913
H: -15.788 -17.079 -3.759
H: -15.390 -17.639 -5.365
C: -17.561 -25.081 -10.116
C: -18.462 -24.231 -9.238
N: -17.911 -22.858 -9.204
C: -17.067 -22.551 -8.206
C: -16.250 -21.430 -8.188
C: -15.488 -21.328 -6.964
O: -15.306 -22.187 -6.121
O: -14.889 -20.185 -6.779
C: -16.155 -20.582 -9.301
O: -15.348 -19.597 -9.399
C: -17.077 -20.897 -10.356
C: -17.133 -20.066 -11.447
C: -18.108 -20.338 -12.380
F: -18.267 -19.425 -13.423
C: -19.028 -21.397 -12.353
C: -18.891 -22.250 -11.264
C: -17.942 -21.992 -10.283
N: -20.095 -21.522 -13.243
C: -21.445 -21.420 -12.612
C: -22.464 -22.276 -13.370
N: -22.405 -21.910 -14.867
C: -21.029 -21.842 -15.486
C: -20.063 -21.016 -14.581
H: -17.847 -26.160 -10.079
H: -16.527 -25.020 -9.700
H: -17.441 -24.633 -11.122
H: -18.476 -24.611 -8.219
H: -19.514 -24.172 -9.619
H: -17.006 -23.210 -7.364
H: -16.507 -19.172 -11.516
H: -19.547 -23.120 -11.292
H: -21.776 -20.387 -12.745
H: -21.394 -21.615 -11.548
H: -23.486 -22.085 -13.039
H: -22.148 -23.324 -13.311
H: -22.904 -21.066 -15.070
H: -23.040 -22.602 -15.318
H: -21.145 -21.431 -16.459
H: -20.645 -22.873 -15.514
H: -20.293 -19.957 -14.764
H: -19.110 -21.244 -14.974
N: -14.480 -16.437 -8.292
S: -13.269 -15.542 -8.798
C: -13.536 -15.024 -10.511
C: -13.141 -15.975 -11.417
C: -13.183 -15.694 -12.814
C: -13.565 -14.368 -13.185
C: -13.923 -13.445 -12.246
C: -13.930 -13.770 -10.903
C: -13.092 -14.008 -7.938
C: -13.998 -13.606 -6.955
C: -13.616 -12.478 -6.222
C: -12.498 -11.695 -6.506
C: -11.635 -12.155 -7.493
C: -11.940 -13.315 -8.178
H: -15.400 -16.173 -8.592
H: -12.742 -16.904 -11.039
H: -12.998 -16.401 -13.549
H: -13.693 -13.990 -14.254
H: -14.154 -12.412 -12.550
H: -14.179 -13.018 -10.188
H: -14.889 -14.195 -6.787
H: -14.254 -12.181 -5.427
H: -12.320 -10.793 -5.843
H: -10.723 -11.635 -7.678
H: -11.271 -13.714 -8.921

2S+1: 1
Charge: +3
LUMO level in hartree: -0.2541
HOMO in eV: -14.31
Orbital gap in eV: 7.40


This record from the OMol25 dataset describes C46H57N7OP2SZn as an isolated structure. The level of theory is ωB97M-V/def2-TZVPD.

Cartesian coordinates (Å):
Zn: 1.209 0.459 -0.546
C: -0.336 -5.888 5.201
S: 1.139 -4.889 4.850
C: 0.542 -4.052 3.339
C: 1.645 -3.178 2.768
C: 1.237 -2.438 1.494
N: 0.082 -1.506 1.617
P: 0.707 0.032 2.087
C: 1.196 -0.266 3.838
C: 2.427 0.226 4.251
C: 2.797 0.142 5.582
C: 1.941 -0.442 6.500
C: 0.707 -0.924 6.092
C: 0.325 -0.824 4.769
C: -0.749 1.014 2.565
C: -0.458 2.346 2.845
C: -1.412 3.163 3.417
C: -2.678 2.661 3.687
C: -2.975 1.343 3.388
C: -2.006 0.508 2.856
P: -0.558 -1.499 -0.033
C: -1.375 -3.151 0.137
C: -1.973 -3.594 1.311
C: -2.570 -4.841 1.360
C: -2.583 -5.652 0.237
C: -1.978 -5.222 -0.931
C: -1.369 -3.979 -0.978
C: -2.068 -0.471 -0.199
C: -1.996 0.564 -1.131
C: -3.119 1.284 -1.489
C: -4.342 0.997 -0.906
C: -4.437 -0.054 -0.010
C: -3.321 -0.800 0.320
H: -0.125 -6.453 6.103
H: -0.523 -6.567 4.373
H: -1.188 -5.234 5.363
H: -0.316 -3.448 3.626
H: 0.231 -4.820 2.627
H: 2.499 -3.808 2.505
H: 1.978 -2.482 3.537
H: 0.974 -3.196 0.743
H: 2.123 -1.900 1.116
H: 3.088 0.672 3.520
H: 3.750 0.535 5.902
H: 2.230 -0.516 7.538
H: 0.035 -1.369 6.812
H: -0.646 -1.177 4.455
H: 0.531 2.726 2.625
H: -1.169 4.186 3.668
H: -3.423 3.295 4.145
H: -3.960 0.955 3.599
H: -2.219 -0.534 2.676
H: -1.955 -2.969 2.191
H: -3.023 -5.183 2.279
H: -3.059 -6.620 0.277
H: -1.973 -5.857 -1.804
H: -0.877 -3.639 -1.880
H: -1.045 0.775 -1.601
H: -3.045 2.055 -2.243
H: -5.219 1.567 -1.168
H: -5.394 -0.308 0.419
H: -3.436 -1.654 0.967
N: 0.591 2.647 -0.307
C: -0.347 3.308 -0.469
N: -1.416 3.986 -0.745
C: -2.331 4.434 0.293
C: -2.024 5.877 0.691
C: -2.034 6.784 -0.538
C: -1.071 6.252 -1.597
C: -1.439 4.810 -1.944
H: -2.265 3.769 1.154
H: -3.342 4.364 -0.118
H: -1.042 5.916 1.167
H: -2.767 6.219 1.411
H: -1.748 7.794 -0.247
H: -3.041 6.825 -0.956
H: -0.050 6.279 -1.212
H: -1.110 6.867 -2.496
H: -0.759 4.392 -2.688
H: -2.459 4.772 -2.343
O: 3.373 0.169 -0.784
N: 3.854 0.930 -1.717
C: 4.412 0.386 -2.826
C: 4.842 1.168 -3.864
C: 4.698 2.555 -3.799
C: 4.110 3.093 -2.659
C: 3.698 2.274 -1.639
H: 4.509 -0.688 -2.824
H: 5.293 0.699 -4.725
H: 5.042 3.184 -4.601
H: 3.981 4.159 -2.556
H: 3.230 2.639 -0.738
C: 1.520 -3.501 -4.228
C: 2.333 -3.133 -2.998
N: 1.924 -1.822 -2.556
C: 1.483 -0.832 -3.371
N: 1.238 0.330 -2.828
C: 0.825 1.407 -3.703
C: -0.081 0.892 -4.816
C: 0.705 -0.154 -5.591
N: 1.284 -1.122 -4.682
C: 1.693 -2.390 -5.253
H: 0.467 -3.583 -3.959
H: 1.854 -4.452 -4.635
H: 3.404 -3.162 -3.245
H: 2.155 -3.838 -2.180
H: 2.285 -1.500 -1.669
H: 1.713 1.886 -4.141
H: 0.318 2.159 -3.097
H: -0.389 1.703 -5.476
H: -0.969 0.435 -4.372
H: 1.493 0.331 -6.183
H: 0.046 -0.687 -6.282
H: 2.740 -2.342 -5.583
H: 1.071 -2.581 -6.131

2S+1: 2
Charge: +1
LUMO level (spin up / spin down) in hartree: -0.0918 / -0.0909
HOMO (spin up / spin down) in eV: -6.76 / -9.77
Orbital gap (spin up / spin down) in eV: 4.26 / 7.30


This record from the OMol25 dataset describes C46H58BeO4 as an isolated structure. The level of theory is ωB97M-V/def2-TZVPD.

Cartesian coordinates (Å):
Be: -0.660 -0.460 -1.886
C: -3.327 -0.759 -3.492
O: -2.552 -0.809 -2.302
C: -3.159 -0.359 -1.119
C: -3.430 -1.357 -0.200
C: -3.128 -2.780 -0.580
C: -1.714 -3.243 -0.284
C: -1.524 -4.608 -0.053
C: -0.291 -5.165 0.219
C: 0.785 -4.284 0.336
C: 0.647 -2.923 0.139
C: 1.738 -1.992 0.599
C: 2.494 -0.979 -0.242
C: 3.575 -0.399 0.420
C: 4.209 0.754 -0.016
C: 3.685 1.375 -1.136
C: 2.632 0.824 -1.859
C: 1.983 1.685 -2.917
C: 0.888 2.516 -2.275
C: 1.125 3.743 -1.675
C: 0.120 4.456 -1.022
C: -1.161 3.911 -1.019
C: -1.439 2.687 -1.617
C: -2.851 2.141 -1.720
C: -3.234 0.995 -0.799
C: -3.664 1.302 0.489
C: -3.970 0.334 1.440
C: -3.842 -1.001 1.074
C: -4.386 0.768 2.845
C: -3.233 1.552 3.488
C: -5.630 1.664 2.760
C: -4.716 -0.423 3.745
C: -0.397 1.978 -2.216
O: -0.638 0.774 -2.747
C: 0.456 5.787 -0.349
C: 1.522 5.554 0.732
C: 0.997 6.773 -1.392
C: -0.764 6.422 0.320
C: 2.113 -0.410 -1.458
O: 1.181 -1.037 -2.303
C: 1.650 -2.272 -2.849
C: 5.375 1.330 0.785
C: 5.968 2.577 0.128
C: 6.484 0.277 0.906
C: 4.878 1.716 2.186
C: -0.602 -2.389 -0.246
O: -0.682 -1.074 -0.491
C: -0.075 -6.660 0.443
C: 0.431 -6.901 1.872
C: 0.967 -7.178 -0.558
C: -1.360 -7.467 0.251
H: -4.174 -1.446 -3.411
H: -3.697 0.245 -3.692
H: -2.676 -1.068 -4.306
H: -3.821 -3.446 -0.061
H: -3.323 -2.911 -1.647
H: -2.401 -5.243 -0.097
H: 1.758 -4.660 0.634
H: 1.256 -1.358 1.355
H: 2.479 -2.585 1.138
H: 3.887 -0.856 1.352
H: 4.083 2.322 -1.474
H: 2.737 2.341 -3.353
H: 1.551 1.075 -3.710
H: 2.132 4.146 -1.711
H: -1.980 4.447 -0.555
H: -3.545 2.959 -1.515
H: -3.004 1.852 -2.760
H: -3.732 2.351 0.756
H: -4.034 -1.790 1.789
H: -2.984 2.445 2.915
H: -3.510 1.864 4.498
H: -2.336 0.933 3.551
H: -5.440 2.558 2.165
H: -6.464 1.127 2.305
H: -5.932 1.984 3.759
H: -3.847 -1.067 3.893
H: -5.032 -0.061 4.724
H: -5.528 -1.027 3.335
H: 2.439 5.141 0.309
H: 1.773 6.496 1.226
H: 1.158 4.855 1.487
H: 1.897 6.390 -1.875
H: 0.254 6.960 -2.168
H: 1.248 7.725 -0.919
H: -1.179 5.774 1.094
H: -0.472 7.361 0.793
H: -1.550 6.643 -0.404
H: 2.564 -2.093 -3.420
H: 1.833 -3.008 -2.068
H: 0.870 -2.637 -3.515
H: 6.318 2.371 -0.885
H: 5.244 3.392 0.085
H: 6.822 2.923 0.712
H: 6.861 -0.003 -0.079
H: 7.317 0.672 1.492
H: 6.127 -0.627 1.398
H: 4.078 2.455 2.120
H: 4.495 0.852 2.729
H: 5.696 2.145 2.770
H: 1.373 -6.385 2.059
H: -0.297 -6.546 2.604
H: 0.595 -7.968 2.041
H: 1.923 -6.668 -0.439
H: 1.135 -8.248 -0.413
H: 0.627 -7.020 -1.583
H: -2.127 -7.182 0.974
H: -1.768 -7.339 -0.753
H: -1.148 -8.528 0.394

2S+1: 1
LUMO level in hartree: 0.0171
HOMO in eV: -7.70
Orbital gap in eV: 8.17


no.,F_max (eV/A),energy (eV)
1,1.9,-182322.252
2,3.7,-96864.412
3,1.2,-138930.199
4,0.2,-57239.596